1.
ORCA calculation (the ωB97M-V functional and the def2-TZVPD basis) on a 6-piece molecular cluster, C14H36NO19S5 overall in a non-equilibrium geometry.

Output
F_max = 0.057 hartree/bohr
gap between HOMO and LUMO = 7.82 eV

```
! wB97M-V def2-TZVPD RIJCOSX def2/J DEFGRID3
* xyz -1 1
N 1.0863 -0.7233 -2.4178
O 1.2001 -1.7806 -1.7490
O 0.0877 0.0096 -2.2438
O 2.0058 -0.3783 -3.1917
C 4.2510 -1.6010 -0.4887
C 4.7989 -0.8240 -1.7015
O 6.1735 -0.6002 -1.3804
S 6.6432 -1.3708 -0.0301
O 6.5179 -0.4377 1.0446
O 7.8471 -2.0969 -0.2337
O 5.3698 -2.3767 -0.0502
H 3.5020 -2.3171 -0.8181
H 3.8397 -1.0749 0.3732
H 4.2981 0.1390 -1.7774
H 4.6257 -1.3656 -2.6274
O -2.9758 1.0914 3.4752
S -1.7266 1.3894 4.1181
O -1.5143 1.0042 5.4779
O -0.5488 0.9077 3.1622
C -0.5981 -0.4092 2.5565
C 0.4412 -0.4546 1.4712
C -1.4158 3.1812 4.0799
H -1.6087 -0.6143 2.1959
H -0.4098 -1.1494 3.3381
H 0.5630 0.4599 0.8911
H 0.1915 -1.2399 0.7565
H 1.4117 -0.6582 1.9305
H -1.8690 3.6674 3.2244
H -0.3369 3.3065 4.1238
H -1.8567 3.4835 5.0265
O -0.6941 -6.0684 3.8823
S -0.9798 -5.4450 2.6192
O -1.5774 -4.1422 2.5675
O 0.3635 -5.4800 1.7177
C 0.6090 -4.3968 0.7981
C 1.8478 -4.7810 -0.0060
C -1.9588 -6.6497 1.6065
H 0.7519 -3.4943 1.3933
H -0.2252 -4.2523 0.1086
H 2.2066 -3.9462 -0.6018
H 1.4608 -5.4848 -0.7470
H 2.5715 -5.2083 0.6825
H -1.8200 -6.3396 0.5752
H -2.9860 -6.4281 1.8931
H -1.6360 -7.6552 1.8395
O -3.5477 -0.9346 -2.0671
S -3.3168 0.4712 -2.3341
O -2.6361 0.9131 -3.5144
O -4.7880 1.1416 -2.3614
C -5.7263 0.7832 -1.3822
C -6.7612 -0.2067 -1.9243
C -2.6040 1.1553 -0.8154
H -6.1276 1.5893 -0.7660
H -5.2523 0.1643 -0.6037
H -7.2169 0.0989 -2.8691
H -7.4972 -0.4908 -1.1720
H -6.2560 -1.1369 -2.1950
H -2.6525 0.3677 -0.0677
H -3.1055 2.0852 -0.5803
H -1.5371 1.2033 -1.0494
O 0.1834 3.3808 -0.5468
S 0.7689 3.5864 -1.8499
O 0.1148 3.0731 -3.0182
O 0.9720 5.1942 -2.1425
C 1.3507 5.9903 -1.0121
C 0.9708 7.4127 -1.3784
C 2.4649 3.0524 -1.9525
H 2.4123 5.8514 -0.7755
H 0.8566 5.6792 -0.0874
H 1.4094 8.1302 -0.6800
H -0.1096 7.5417 -1.3735
H 1.3451 7.6754 -2.3674
H 2.4755 1.9749 -2.1204
H 3.0300 3.2662 -1.0463
H 2.8527 3.5921 -2.8118
*
```

=====

2.
ORCA calculation (the ωB97M-V functional and the def2-TZVPD basis) on a 5-piece molecular cluster, C14H36NO6 overall in a non-equilibrium geometry.

Output
relative energy (zero: lowest compared OMol25 entry of this formula, charge and spin) = 97.7 kcal/mol
F_max = 0.034 hartree/bohr
gap between HOMO and LUMO = 4.08 eV

```
! wB97M-V def2-TZVPD RIJCOSX def2/J DEFGRID3
* xyz -1 1
C -1.7528 -3.1675 -1.9561
C -0.3193 -2.5558 -2.0035
C 0.0125 -1.7885 -0.6699
O -0.7258 -1.9758 0.2878
O 1.0755 -0.9264 -0.5919
C 0.6497 0.4958 -0.4834
C 0.0836 1.1129 -1.8399
N -1.2066 1.7766 -1.7012
C -2.3185 0.8340 -1.8384
H -2.5369 -2.4468 -1.6358
H -1.7994 -4.0314 -1.2445
H -2.0154 -3.4857 -2.9999
H 0.4868 -3.3187 -2.1543
H -0.2310 -1.8388 -2.8575
H -0.0373 0.6587 0.3861
H 1.6010 1.0521 -0.2344
H 0.1140 0.3397 -2.6758
H 0.8139 1.9125 -2.1481
H -3.0380 1.0111 -0.9841
H -2.8951 0.9475 -2.8168
H -2.0318 -0.2543 -1.7823
C 2.8966 4.7871 2.0607
C 1.7174 3.8852 1.7432
O 2.0978 2.8599 0.8368
H 3.2886 5.2375 1.1464
H 2.6066 5.5839 2.7501
H 3.7117 4.2138 2.5121
H 0.9154 4.4554 1.2744
H 1.3250 3.4250 2.6567
H 2.8000 2.3467 1.2538
C 5.2566 2.8916 -3.1698
C 4.1134 1.8946 -3.1096
O 2.8680 2.5633 -2.9835
H 5.2674 3.5133 -2.2722
H 6.2190 2.3808 -3.2567
H 5.1391 3.5633 -4.0249
H 4.2230 1.2400 -2.2442
H 4.0938 1.2725 -4.0115
H 2.7608 3.1345 -3.7526
C -4.7383 -4.3735 0.8967
C -4.7878 -2.8814 0.6235
O -3.9093 -2.1823 1.4914
H -5.0118 -4.5812 1.9337
H -5.4199 -4.9162 0.2368
H -3.7262 -4.7589 0.7476
H -5.7945 -2.4957 0.7925
H -4.5069 -2.6687 -0.4129
H -3.0143 -2.5138 1.3335
C -1.3774 -1.3228 4.2244
C 0.1244 -1.2303 4.4082
O 0.7897 -2.0787 3.4827
H -1.7162 -2.3518 4.3625
H -1.9019 -0.6805 4.9361
H -1.6586 -1.0261 3.2110
H 0.4092 -1.5477 5.4133
H 0.4706 -0.2012 4.2607
H 0.5397 -1.7887 2.5930
*
```

=====

3.
ORCA calculation (the ωB97M-V functional and the def2-TZVPD basis) on a 5-piece molecular cluster, C14H37BBrO12PS5 overall in a non-equilibrium geometry.

Output
F_max = 0.044 hartree/bohr
gap between HOMO and LUMO = 9.03 eV

```
! wB97M-V def2-TZVPD RIJCOSX def2/J DEFGRID3
* xyz 0 1
C 0.7612 5.1232 0.8087
C 0.1932 3.7320 0.5064
C -0.2279 3.0482 1.8037
Br 1.3806 2.3217 2.6466
C -1.2933 1.9191 1.6882
B -0.5184 0.5757 1.1607
C 0.2383 0.4932 -0.2088
O -0.6014 -0.5287 1.9654
O -1.6679 1.6752 3.0708
S -3.0663 2.3268 3.4615
O -3.9630 1.2516 3.6990
O -2.9884 3.3114 4.4783
O -3.2966 3.0561 2.0613
C -2.5278 2.3960 0.9760
P -3.6779 1.1735 0.1872
O -3.0261 -0.0499 -0.2617
O -4.2467 1.9971 -1.0776
O -4.9123 0.9241 1.1254
H 1.5836 5.0701 1.5157
H 1.0653 5.6095 -0.1142
H -0.0044 5.7610 1.2522
H -0.6399 3.8852 -0.1769
H 0.9595 3.1744 -0.0194
H -0.6211 3.8037 2.4795
H 0.5439 -0.5392 -0.3586
H -0.4454 0.7412 -1.0237
H 1.1517 1.0769 -0.2584
H 0.0462 -0.5145 2.6777
H -2.4191 3.2160 0.2781
H -4.6575 2.8292 -0.8166
H -5.3776 1.7640 1.2926
C 0.6292 -4.3312 2.9428
S 2.0822 -3.5549 2.2264
O 1.9577 -2.0997 2.4773
C 1.6067 -3.8188 0.5140
H 0.6989 -4.2331 4.0239
H -0.2666 -3.8247 2.5827
H 0.6106 -5.3867 2.6709
H 0.6412 -3.3475 0.3288
H 1.5586 -4.8891 0.3114
H 2.3661 -3.3595 -0.1150
C 5.4754 -0.7431 -1.8005
S 4.0945 -0.2454 -2.8375
O 3.0586 0.3260 -1.9378
C 3.5774 -1.9080 -3.2666
H 5.9266 0.1578 -1.3904
H 5.1145 -1.3759 -0.9891
H 6.2055 -1.2767 -2.4095
H 3.3456 -2.4618 -2.3560
H 4.3739 -2.3949 -3.8298
H 2.6881 -1.8294 -3.8878
C -9.1384 2.8129 3.5901
S -7.5100 2.1044 3.8555
O -6.7284 2.3564 2.6176
C -8.0240 0.3882 3.7935
H -9.0290 3.8943 3.5492
H -9.5490 2.4470 2.6490
H -9.7875 2.5417 4.4223
H -8.5069 0.1852 2.8377
H -8.7060 0.1871 4.6195
H -7.1321 -0.2266 3.8944
C 8.1560 -3.2306 -5.7282
S 6.7751 -2.7444 -6.7694
O 5.7376 -2.1692 -5.8738
C 6.2482 -4.4126 -7.1770
H 8.6066 -2.3246 -5.3289
H 7.7955 -3.8555 -4.9110
H 8.8892 -3.7700 -6.3274
H 6.0171 -4.9568 -6.2613
H 7.0391 -4.9161 -7.7326
H 5.3573 -4.3380 -7.7963
*
```